Below is an isolated molecule of C5H9NOS in a non-equilibrium geometry, with properties calculated with ωB97M-V with the def2-TZVPD basis set.

Structure (XYZ):
```
17
Properties=species:S:1:pos:R:3:forces:R:3
N -1.08595 1.71362 -0.92219 0.888 1.035 0.300
C -1.37319 0.71333 0.04027 -0.397 0.535 -0.501
C -0.37708 0.35309 1.08264 -0.583 -1.473 1.687
C 1.02888 0.83539 0.98590 -0.269 0.879 0.322
S 1.90917 -0.14902 -0.24732 0.518 -0.017 -0.231
C 0.47695 -1.07577 -0.85107 -0.566 0.827 1.247
C -0.72239 -0.61379 0.00162 0.293 -1.908 -0.467
O -1.56399 -1.68691 0.36687 0.399 0.000 1.029
H -1.02832 2.68276 -0.57975 -0.167 -0.868 -0.002
H -1.71239 1.68631 -1.69114 -0.464 -0.020 -0.655
H -2.39322 0.57707 0.36556 -0.345 0.228 0.160
H -0.74303 0.05733 2.10244 0.247 0.583 -1.116
H 0.97340 1.90547 0.69305 0.647 -0.555 0.250
H 1.47830 0.69436 1.97756 0.183 0.335 -0.432
H 0.61098 -2.14218 -0.73817 0.014 -0.198 0.397
H 0.33887 -0.89796 -1.88010 -0.193 0.474 -1.352
H -2.15669 -1.95248 -0.32807 -0.205 0.144 -0.637
```
Forces are in eV/Å.

Its relative energy (zero: lowest compared OMol25 entry of this formula, charge and spin) is 172.5 kJ/mol. Its calculated total energy is -19702.5159 eV. The HOMO energy comes out at -0.3052 Eh. The value obtained for the largest force on an atom is 0.0450 Eh/bohr. Its SMILES is N[C@@H]1[C@@H]2CSC[C@]12O. As for the HOMO-LUMO gap: 9.05 eV.